(1)
14
Properties=species:S:1:pos:R:3:lowdin_charge:R:1 method="wB97M-V/def2-TZVPD" de_lowest_kj_mol=380.8 lumo_energy_ev=-4.89 gap_ev=9.94 total_charge=+1
C 2.18503 0.13394 0.43299 0.032
C 1.67624 -1.11712 0.10033 0.005
C 1.08670 0.95371 0.28170 0.000
C -1.32911 0.69894 -0.39578 0.081
N 0.42640 -1.03670 -0.32302 0.142
N 0.01251 0.30103 -0.24548 -0.093
O -2.12101 -0.79439 0.49852 -0.191
H 3.06206 0.52496 0.83798 0.112
H 2.07986 -2.07268 0.11924 0.132
H 1.29974 2.05807 0.19205 0.178
H -1.62757 1.60532 0.19719 0.143
H -1.88093 0.37776 -1.41122 0.173
H -0.11542 -1.74640 -0.82253 0.205
H -2.96778 -0.49331 0.98004 0.081

(2)
22
Properties=species:S:1:pos:R:3:lowdin_charge:R:1 method="wB97M-V/def2-TZVPD" multiplicity=2 de_lowest_kj_mol=118.9 lumo_energy_ev="-5.70 / -8.42" gap_ev="7.58 / 4.83" total_charge=+1
C -0.61959 -0.60825 -1.74145 -0.310
O -0.83233 0.08303 -2.95514 -0.048
C 0.33722 -1.75267 -2.00984 -0.233
C 0.66613 -2.51902 -0.73477 -0.104
H -0.16964 0.07024 -0.99735 0.095
H -1.57255 -0.99286 -1.34899 0.121
H -1.54547 0.71982 -2.85693 0.090
H -0.13086 -2.40135 -2.74568 0.120
H 1.23467 -1.33716 -2.46375 0.118
H -0.21389 -3.02634 -0.33740 0.075
H 1.40642 -3.29428 -0.90995 0.077
H 1.08383 -1.85326 0.02344 0.051
C -1.12855 0.05772 1.77220 0.216
C 0.08733 0.71288 1.79076 -0.080
C 0.20352 2.02607 2.25960 -0.068
C 1.43525 2.63078 2.35739 0.219
H -2.06370 0.53694 2.02601 0.107
H -1.14739 -0.98776 1.48799 0.094
H 0.97070 0.19390 1.44461 0.120
H -0.70751 2.53175 2.55983 0.133
H 1.55605 3.63395 2.74493 0.104
H 2.32416 2.09834 2.04149 0.104

(3)
16
Properties=species:S:1:pos:R:3:lowdin_charge:R:1 method="wB97M-V/def2-TZVPD" de_lowest_kj_mol=408.9 smiles=C[SiH](C)C#CCBr lumo_energy_ev="-0.59 / -0.65" gap_ev="8.36 / 8.34"
C -1.20256 2.05722 -0.21889 -0.222
Si -1.16847 0.31738 0.54888 0.482
C -2.37387 -0.87279 -0.32807 -0.216
C 0.55164 -0.31829 0.44191 -0.042
C 2.00319 -0.82765 0.14307 -0.137
C 3.32673 -1.26625 0.04321 -0.614
Br 4.66007 0.28858 0.00902 0.515
H -0.71752 2.77001 0.44474 0.021
H -0.67976 2.08994 -1.17200 0.027
H -2.22258 2.39800 -0.38145 0.021
H -1.47589 0.38040 1.98459 -0.020
H -3.01691 -0.35065 -1.03161 0.020
H -1.84678 -1.64735 -0.87773 0.020
H -3.01124 -1.36744 0.39665 0.015
H 3.65507 -1.86403 0.89494 0.066
H 3.51886 -1.78708 -0.89726 0.064

(4)
15
Properties=species:S:1:pos:R:3:lowdin_charge:R:1 method="wB97M-V/def2-TZVPD" de_lowest_kj_mol=148.0 lumo_energy_ev=-4.77 gap_ev=9.49 total_charge=+1
C -0.12776 1.88278 0.11630 -0.771
C -0.11694 -2.32969 -0.51054 -0.014
C 0.82754 -1.44989 0.08422 -0.146
N -0.82553 3.00769 -0.07891 0.125
N 0.08210 0.82123 -0.55968 0.038
O 0.66413 -1.22873 1.33730 0.087
Cl 0.67941 1.80828 1.78435 0.621
H -1.17635 -2.04157 -0.13802 0.158
H -0.08751 -2.37717 -1.65209 0.140
H 0.05476 -3.30973 -0.27834 0.079
H 1.67542 -1.21492 -0.49244 0.136
H -1.54860 2.84839 -0.75698 0.120
H -1.02385 3.59437 0.68527 0.088
H -0.40861 0.75047 -1.53810 0.140
H 1.33179 -0.76149 1.99768 0.197

(5)
93
Properties=species:S:1:pos:R:3:lowdin_charge:R:1 method="wB97M-V/def2-TZVPD" multiplicity=4 de_lowest_kj_mol=356.2 lumo_energy_ev="-0.27 / -2.45" gap_ev="6.54 / 5.14"
Pt -13.74525 -8.74969 8.76081 0.909
C -11.26543 -12.83934 12.90358 -0.057
C -11.89122 -11.82087 11.93748 -0.263
C -13.10356 -12.17187 11.27856 -0.056
C -13.60000 -11.30522 10.36133 -0.140
C -13.05720 -9.97105 10.21308 -0.456
Br -12.86491 -10.34827 6.97595 -0.032
N -11.95389 -9.66529 10.84494 0.028
C -11.37653 -10.55896 11.67793 -0.126
H -11.67687 -12.63737 13.92393 0.087
H -10.17348 -12.74809 12.83700 0.076
H -11.60417 -13.85338 12.70909 0.064
H -13.57147 -13.19832 11.32277 0.133
H -14.44102 -11.57754 9.73758 0.077
H -10.34802 -10.24240 12.12351 0.140
N -10.35988 -7.23655 8.45842 0.103
C -10.15764 -6.19311 7.53185 -0.258
C -9.02054 -6.17465 6.74600 -0.065
C -8.94406 -5.30269 5.65417 -0.100
C -9.93548 -4.32518 5.39598 -0.101
C -10.96413 -4.25937 6.31454 -0.063
C -11.21393 -5.20628 7.33811 -0.111
C -12.36581 -4.96530 8.29535 -0.105
C -12.31920 -3.77805 9.02460 -0.022
C -13.32290 -3.58187 9.94345 -0.062
C -14.44607 -4.39181 9.95109 -0.007
C -14.44598 -5.61492 9.35143 -0.169
C -13.46087 -5.88326 8.44082 -0.151
H -10.07654 -8.18855 8.21452 0.095
H -11.28896 -7.27650 8.89862 0.049
H -8.11764 -6.78473 6.99514 0.122
H -8.01784 -5.38781 4.98909 0.119
H -9.81610 -3.70045 4.52223 0.092
H -11.64028 -3.40264 6.37001 0.112
H -11.56480 -2.98079 8.91254 0.132
H -13.24551 -2.75639 10.57948 0.088
H -15.35009 -4.05631 10.51042 0.140
H -14.86838 -7.71423 9.83738 0.028
C -19.35575 -9.74005 17.49793 -0.042
C -18.22865 -9.09657 16.70696 -0.275
C -18.00666 -9.44933 15.41932 -0.024
C -17.07805 -8.79319 14.56068 -0.274
C -17.02437 -9.09549 13.08474 -0.061
C -16.20952 -7.85459 15.18118 -0.296
Te -14.43265 -7.02809 14.12276 1.816
N -14.78920 -7.07968 12.12072 -0.228
C -15.64669 -6.37268 11.40734 -0.629
O -16.63899 -5.60679 11.69078 -0.042
C -15.33706 -6.65569 9.92247 -0.238
C -16.64700 -6.82465 9.21368 -0.007
C -16.86071 -6.72347 7.90183 -0.097
C -16.03983 -6.56125 6.78239 -0.070
C -14.71400 -6.81335 6.56931 -0.053
C -13.64633 -7.05011 7.52474 -0.333
C -14.73284 -4.84327 14.21398 -0.267
C -15.84132 -4.12702 14.72247 -0.261
C -17.24453 -4.68849 14.82920 -0.045
C -15.72363 -2.75977 14.99614 -0.030
C -14.57849 -2.12257 14.73022 -0.267
C -14.41118 -0.63008 14.95220 -0.044
C -13.53447 -2.82872 14.10951 -0.010
C -13.55763 -4.17173 13.80772 -0.316
C -12.35859 -4.91651 13.34335 -0.109
C -16.28692 -7.65515 16.59800 -0.323
C -15.20433 -6.96497 17.37510 -0.080
C -17.33797 -8.21639 17.31823 -0.017
H -19.10758 -10.70692 17.90896 0.075
H -20.09228 -9.98864 16.71953 0.073
H -19.89217 -9.13703 18.25844 0.090
H -18.74037 -10.14046 14.96086 0.126
H -17.80359 -9.88623 12.95480 0.086
H -15.97745 -9.38952 12.78191 0.082
H -17.34538 -8.20956 12.48313 0.085
H -17.56444 -6.89129 9.82166 0.125
H -17.85305 -6.88653 7.54330 0.101
H -16.55169 -6.20843 5.94344 0.092
H -14.48902 -6.83922 5.56386 0.091
H -12.73083 -7.33944 6.95879 0.069
H -17.44469 -5.49309 14.04866 0.086
H -17.93565 -3.86911 14.72291 0.072
H -17.36497 -5.22691 15.78628 0.074
H -16.64028 -2.29056 15.37016 0.132
H -14.95990 -0.10565 14.15680 0.087
H -13.39874 -0.22600 14.86928 0.073
H -14.80597 -0.34271 15.95078 0.089
H -12.69218 -2.22157 13.91832 0.103
H -11.56075 -4.19788 13.15183 0.090
H -12.53856 -5.33565 12.37836 0.058
H -11.91972 -5.62623 14.02853 0.056
H -14.19433 -7.29419 17.11550 0.062
H -15.35834 -7.10700 18.47237 0.094
H -15.24737 -5.88190 17.22490 0.075
H -17.50039 -7.89305 18.35427 0.126

(6)
86
Properties=species:S:1:pos:R:3:lowdin_charge:R:1 method="wB97M-V/def2-TZVPD" multiplicity=5 lumo_energy_ev="-7.78 / -5.93" gap_ev="7.03 / 8.88" total_charge=+2
Mn -1.35170 0.70098 0.23627 0.816
C -3.77490 0.51965 2.36306 -0.158
Si -3.11936 -0.98444 1.40488 0.466
C -3.69502 -0.68564 -0.41010 -0.155
C -3.92868 -2.54764 2.04686 -0.140
C -1.16189 -0.94752 1.37286 -0.448
Si -0.40585 -2.58687 0.64720 0.465
C -1.29375 -2.92908 -0.99012 -0.164
C 1.43863 -2.37641 0.29944 -0.155
C -0.71464 -4.00042 1.85034 -0.143
Si -0.45473 -0.59867 3.11976 0.525
C -1.41354 -1.38564 4.53198 -0.141
C 1.38766 -0.90066 3.32531 -0.146
C -0.63816 1.30466 3.16085 -0.285
C -0.49893 2.05858 4.31951 -0.029
C -0.53689 3.44264 4.26033 -0.007
C -0.66903 4.04971 3.01791 -0.017
C -0.79651 3.24937 1.90107 -0.111
N -0.81056 1.91044 1.96852 -0.033
H -4.86319 0.54838 2.27862 0.055
H -3.38584 1.46524 1.97615 0.007
H -3.52888 0.48637 3.42441 0.033
H -4.50846 0.04049 -0.43280 0.048
H -4.07252 -1.61412 -0.83707 0.053
H -2.91274 -0.34219 -1.10609 0.005
H -5.00819 -2.38348 2.07116 0.058
H -3.61019 -2.80361 3.05722 0.039
H -3.74102 -3.40679 1.40314 0.037
H -1.25739 -2.05536 -1.64614 0.010
H -2.33793 -3.21159 -0.85092 0.027
H -0.80546 -3.75379 -1.51231 0.047
H 1.72335 -1.35834 0.03511 0.008
H 1.71776 -3.03343 -0.52740 0.040
H 2.03775 -2.67605 1.16002 0.036
H -1.77173 -4.13062 2.07527 0.018
H -0.18100 -3.88115 2.79495 0.035
H -0.36433 -4.92992 1.39645 0.055
H -1.43561 -2.47253 4.43526 0.038
H -2.44112 -1.03520 4.62287 0.030
H -0.90282 -1.15982 5.47071 0.052
H 1.60341 -1.96096 3.46976 0.043
H 1.73660 -0.37434 4.21637 0.051
H 1.98305 -0.54748 2.48253 0.032
H -0.36764 1.55485 5.26864 0.120
H -0.45373 4.03983 5.15847 0.128
H -0.66353 5.12562 2.91851 0.123
H -0.87584 3.69964 0.91881 0.114
C 6.23775 -2.96931 -2.96682 -0.106
C 4.90276 -2.43292 -3.46634 -0.289
S 4.85432 -0.67316 -3.09590 0.647
O 6.02829 -0.01347 -3.57183 -0.276
O 4.51241 -0.55673 -1.69440 -0.319
C 3.43079 -0.01595 -4.05617 -0.177
C 2.91640 1.34662 -3.53985 -0.097
N 2.12473 1.31503 -2.29541 0.079
C 0.90290 0.75727 -2.18011 -0.303
N 0.50628 0.73688 -0.91275 0.051
C 1.51630 1.30655 -0.17562 -0.042
C 2.50832 1.67758 -1.01671 -0.120
N 3.70860 2.38271 -0.62472 -0.324
O 3.94277 2.37437 0.56205 0.130
O 4.33635 2.96816 -1.48234 0.125
C 0.11554 0.24845 -3.33339 0.029
H 6.25104 -4.05561 -3.02151 0.087
H 6.39771 -2.67422 -1.92935 0.084
H 7.05650 -2.56977 -3.56105 0.085
H 4.05964 -2.85886 -2.92263 0.096
H 4.77511 -2.54779 -4.54281 0.108
H 2.66261 -0.78795 -4.04553 0.084
H 3.81680 0.11381 -5.06522 0.116
H 2.28556 1.79608 -4.30584 0.133
H 3.76192 2.00454 -3.36871 0.119
H 1.49295 1.41116 0.89433 0.116
H 0.13020 0.96087 -4.15849 0.098
H -0.91380 0.06698 -3.03170 0.075
H 0.52914 -0.69089 -3.70215 0.091
C -4.13211 3.58411 -0.52769 0.027
C -2.98839 3.02298 -1.29842 -0.405
C -2.79799 3.47230 -2.70406 0.026
O -2.21900 2.20369 -0.78941 -0.065
H -5.05724 3.50001 -1.10013 0.114
H -3.96979 4.65084 -0.35238 0.117
H -4.23973 3.08488 0.43301 0.082
H -2.92969 4.55106 -2.78687 0.111
H -3.56875 3.01071 -3.32859 0.119
H -1.82205 3.17625 -3.08212 0.089